{
  "formula": "C5H9N",
  "method": "ωB97M-V/def2-TZVPD",
  "elements": ["N", "C", "C", "C", "C", "C", "H", "H", "H", "H", "H", "H", "H", "H", "H"],
  "xyz": [[2.195, 0.538, 0.507], [0.784, 0.587, 0.592], [-1.423, -0.202, -0.231], [0.014, -0.284, -0.166], [-2.236, 0.480, 0.579], [0.765, -1.013, -1.216], [1.569, -0.354, -1.587], [-1.839, 1.050, 1.410], [1.336, -1.821, -0.738], [0.200, 1.417, 1.006], [1.179, 0.026, 1.542], [0.139, -1.454, -1.981], [2.549, 1.457, 0.795], [-1.925, -0.861, -0.929], [-3.305, 0.433, 0.418]],
  "mulliken_charge": [-0.74, -0.33, -0.21, 0.87, -0.88, -1.17, 0.31, 0.21, 0.28, 0.35, 0.27, 0.38, 0.21, 0.20, 0.25],
  "homo_ev": -7.3,
  "e_above_lowest_kcal_mol": 108.8,
  "lumo_ha": -0.015,
  "orbital_gap_ev": 6.853,
  "energy_ev": -6816.275
}